{"formula": "C51H96O17", "method": "ωB97M-V/def2-TZVPD", "species": ["O", "O", "O", "O", "O", "O", "O", "O", "O", "O", "O", "O", "O", "O", "O", "O", "O", "C", "C", "C", "C", "C", "C", "C", "C", "C", "C", "C", "C", "C", "C", "C", "C", "C", "C", "C", "C", "C", "C", "C", "C", "C", "C", "C", "C", "C", "C", "C", "C", "C", "C", "C", "C", "C", "C", "C", "C", "C", "C", "C", "C", "C", "C", "C", "C", "C", "C", "C", "H", "H", "H", "H", "H", "H", "H", "H", "H", "H", "H", "H", "H", "H", "H", "H", "H", "H", "H", "H", "H", "H", "H", "H", "H", "H", "H", "H", "H", "H", "H", "H", "H", "H", "H", "H", "H", "H", "H", "H", "H", "H", "H", "H", "H", "H", "H", "H", "H", "H", "H", "H", "H", "H", "H", "H", "H", "H", "H", "H", "H", "H", "H", "H", "H", "H", "H", "H", "H", "H", "H", "H", "H", "H", "H", "H", "H", "H", "H", "H", "H", "H", "H", "H", "H", "H", "H", "H", "H", "H", "H", "H", "H", "H", "H", "H"], "positions_angstrom": [[-0.271, 3.485, 1.566], [-3.479, -0.438, -1.260], [-2.705, 2.427, 2.967], [3.019, 2.171, -1.685], [2.184, 1.543, -6.434], [-3.873, -0.430, -6.755], [-3.896, -0.332, 2.517], [-2.633, -6.442, -0.321], [1.173, -4.533, 3.251], [-3.308, 4.681, -4.773], [4.424, -0.693, 1.383], [-5.065, 5.890, -0.651], [0.364, 2.679, -1.158], [-1.033, 0.198, -0.365], [1.474, 8.578, 2.874], [3.486, -3.365, 2.120], [-0.687, -4.826, -3.029], [1.344, 0.174, -4.679], [3.837, 0.518, -4.986], [5.222, 2.740, -1.081], [3.291, 0.054, 3.359], [-2.768, 0.498, -4.748], [-0.486, -5.364, 0.347], [-3.516, -0.386, -2.625], [2.476, 1.120, -5.100], [4.039, -4.499, 1.434], [-4.129, 2.807, 0.985], [-0.530, -0.641, 0.622], [-4.469, -1.182, -4.661], [-1.156, 3.675, -4.402], [-3.890, 5.542, 1.415], [3.897, 2.183, -0.612], [-3.444, -2.687, 3.132], [1.111, 6.824, 1.228], [0.735, -3.420, 5.293], [1.068, 7.338, 2.507], [0.122, 4.753, 2.001], [-3.553, -0.757, 4.846], [-4.456, 5.066, 0.260], [-3.690, -0.333, -5.383], [-4.406, -1.244, -3.286], [-0.141, -3.639, -3.616], [-1.024, -2.366, -3.364], [0.082, -3.865, 3.965], [3.335, 2.950, 0.529], [3.147, -4.793, 0.193], [-2.334, 4.243, -3.942], [0.574, 5.577, 0.935], [-3.273, 4.664, 2.334], [-2.615, -3.964, 0.001], [1.195, -3.482, -2.899], [-2.018, -5.307, 0.389], [-3.396, 3.282, 2.065], [-4.089, -1.346, 3.535], [5.668, -0.802, 3.474], [5.486, -4.152, 1.052], [-0.272, 3.130, -3.440], [0.771, -1.290, 0.145], [-2.611, 4.304, -2.555], [0.087, 5.244, 3.326], [4.622, -0.074, 2.581], [0.598, 6.518, 3.524], [-1.032, -4.865, 4.243], [-4.662, 3.698, 0.090], [-0.214, 0.042, 1.984], [-0.551, 3.216, -2.085], [-1.741, 3.761, -1.601], [-2.720, 0.458, -3.339], [4.086, 3.016, 1.322], [5.577, 2.294, -1.983], [0.955, -4.270, 5.971], [-2.521, -0.426, 4.736], [2.069, -4.943, 0.409], [-2.116, -6.619, -1.111], [-1.039, 3.429, -5.471], [-2.353, -2.553, 3.027], [1.826, -4.317, -3.077], [5.123, 3.828, -1.190], [-4.252, 1.745, 0.901], [0.333, 0.436, -5.055], [-3.551, 4.738, -2.231], [-0.034, -3.744, -4.678], [-0.415, 0.967, -0.443], [-2.117, -3.198, 0.572], [-2.471, -3.739, -1.049], [4.002, 0.137, -3.962], [-1.995, 1.092, -2.816], [0.242, 3.050, -0.282], [-1.154, 0.399, 2.381], [-1.947, 3.797, -0.540], [-0.150, -2.962, 3.415], [3.128, 4.003, 0.223], [-2.129, 1.127, -5.366], [-3.309, 0.237, -7.129], [2.457, 0.576, 2.924], [-1.565, -5.169, 3.353], [3.983, -0.378, -5.647], [1.505, 7.441, 0.437], [1.335, -1.903, 0.855], [2.115, 2.368, -1.446], [1.667, -2.851, 5.091], [0.589, 5.259, -0.099], [0.017, -2.738, 5.802], [1.391, 0.093, -3.595], [-2.083, -2.521, -3.663], [3.315, 0.498, 4.349], [2.459, 2.484, 1.007], [4.981, 0.954, 2.387], [1.561, -0.755, -5.174], [0.587, 2.555, -3.700], [-0.261, 4.680, 4.195], [4.086, -5.392, 2.112], [-0.090, -5.250, -0.659], [-0.652, -1.544, -3.996], [5.941, 2.682, -0.255], [-3.830, 6.630, 1.562], [5.928, -0.288, 4.356], [2.391, 1.981, -4.440], [4.267, -1.649, 1.550], [5.428, -3.321, 0.366], [1.438, -0.544, -0.315], [-2.652, 5.026, 3.162], [-3.679, -3.927, 0.190], [2.994, 1.697, -6.930], [-3.142, 1.561, 2.941], [-1.026, -2.038, -2.339], [-5.195, -1.527, 3.587], [-3.006, 4.725, -5.687], [2.845, -0.948, 3.628], [-4.971, -1.861, -2.610], [-5.016, 6.761, -0.306], [-5.127, 3.362, -0.805], [1.757, -2.643, -3.345], [1.026, -3.246, -1.862], [0.842, -4.583, 2.360], [-1.782, -4.427, 4.912], [3.135, -3.902, -0.437], [-0.510, -5.684, 4.774], [0.549, -1.954, -0.714], [-2.312, -5.460, 1.430], [4.115, 1.178, -0.293], [1.893, 9.049, 2.136], [-3.696, -3.473, 3.837], [-5.061, -1.868, -5.258], [-0.794, 3.086, 2.239], [-0.152, -6.333, 0.749], [6.596, -0.918, 2.850], [4.664, 1.223, -5.209], [-3.818, -3.020, 2.156], [5.294, -1.815, 3.640], [-3.487, -1.523, 5.608], [-1.264, -1.430, 0.761], [0.203, -0.713, 2.669], [-3.754, -0.797, 1.673], [-1.546, -4.851, -3.429], [-0.156, -4.544, 1.008], [3.568, -5.593, -0.397], [0.553, 6.956, 4.491], [6.058, -3.821, 1.934], [-4.074, 0.161, 5.138], [0.496, 0.885, 1.857], [-2.563, -0.150, -0.979], [2.682, -3.554, 2.607], [6.068, -5.007, 0.695]], "atomic_forces_ev_per_a": [[0.90, 1.22, -0.13], [0.97, 0.12, 0.31], [-0.80, 0.65, -0.91], [-0.06, -0.32, -1.68], [-0.09, -0.01, -0.34], [0.22, 0.18, 0.72], [0.35, -0.64, -0.18], [0.47, 1.13, 0.70], [-0.63, 0.56, 0.48], [-0.43, 0.39, -0.28], [0.02, -1.36, -1.39], [0.22, -1.09, -0.43], [-0.12, -0.46, -1.06], [0.35, 1.43, -0.16], [0.42, 0.70, -0.28], [1.22, 0.44, -0.36], [-0.06, 0.39, -0.34], [0.37, 0.22, -0.60], [1.20, -1.20, 0.19], [-0.12, 1.54, 1.37], [-0.87, -1.41, 1.16], [-0.67, -0.51, 0.08], [-0.74, -0.16, 0.38], [-0.95, -0.70, 0.16], [-1.26, 0.49, -0.21], [-0.55, -0.86, 0.15], [0.48, -0.02, 0.80], [2.09, -0.87, 1.53], [-1.02, -1.50, 0.55], [0.23, -1.15, 0.65], [1.34, 0.42, 0.84], [0.64, -0.25, -0.02], [0.13, 0.90, -0.37], [-0.34, 0.31, -0.36], [-0.46, 0.59, 0.02], [-0.07, -1.09, 0.36], [0.08, 0.43, -1.28], [0.32, 0.05, -0.66], [-1.50, -0.63, 0.22], [0.76, 0.54, -0.55], [0.66, 0.99, 0.57], [0.18, 1.35, 1.95], [-0.05, -0.89, -1.22], [1.79, -0.59, 1.39], [0.10, 1.10, 1.06], [0.10, 0.72, 0.52], [0.17, -0.21, 0.96], [0.31, -0.15, 1.56], [-0.44, -0.71, -1.17], [0.29, -0.53, -0.67], [-0.06, 1.53, -1.52], [-0.45, -1.01, -0.18], [0.87, 0.83, 1.63], [-0.64, -0.08, -0.07], [0.18, -0.68, -2.86], [-0.29, 0.01, 0.96], [-0.73, 0.38, 0.10], [-0.06, -0.63, -1.70], [0.15, -0.25, 0.02], [0.49, -0.37, -1.25], [-0.23, 1.30, 2.60], [-0.49, 0.26, -0.07], [0.44, 0.57, 0.55], [0.68, 0.51, -0.10], [-0.57, -0.17, -0.83], [-0.04, 0.07, 0.80], [0.09, 0.60, -1.55], [1.26, 1.16, -1.13], [-0.03, 0.02, 0.04], [0.27, -0.36, -0.50], [-0.11, 0.41, -0.53], [0.27, -0.09, -0.46], [0.82, -0.37, 0.22], [0.12, 0.13, -0.14], [0.21, 0.44, 0.59], [-0.32, -0.20, 0.25], [0.42, -1.09, 0.28], [-0.10, -0.10, -0.54], [-0.08, -0.37, -0.34], [0.67, 0.42, 0.46], [0.09, 0.02, -0.18], [0.21, -0.32, -0.69], [-0.64, -0.48, -0.36], [0.08, 0.36, 0.24], [0.16, 0.02, -0.29], [-0.06, 0.33, -0.29], [-0.31, -0.16, -0.20], [-0.38, 0.39, 0.59], [-0.12, 0.35, 0.38], [-0.11, -0.01, 0.01], [-0.57, 0.12, -0.28], [-0.15, -0.69, 0.19], [0.02, 0.06, 0.42], [0.34, 0.40, -0.65], [0.07, 0.35, -1.02], [0.10, -0.40, -0.24], [-0.36, 0.77, 0.32], [0.04, 0.07, -0.30], [-0.18, 0.33, 0.24], [-0.41, 0.08, 0.34], [-0.54, -0.38, 0.14], [-0.13, -0.31, 0.12], [0.52, -0.40, -0.12], [-0.33, -0.31, 0.07], [0.57, -0.07, 0.09], [0.86, 0.37, 0.24], [0.03, 0.17, -0.39], [-0.04, -0.38, -0.12], [0.04, -0.88, 0.11], [0.54, -0.04, -0.44], [0.05, -0.04, -0.51], [-0.35, 0.69, -0.40], [0.00, 0.25, -0.05], [-0.06, -0.27, 0.29], [0.17, -0.52, -0.27], [0.05, -0.47, 0.05], [0.04, 0.55, 1.15], [0.42, 0.33, 0.05], [-0.20, 0.56, -0.05], [0.44, 0.14, -0.54], [0.01, 0.05, 0.51], [-0.54, -0.18, -0.28], [-0.25, -0.09, 0.13], [0.03, 0.02, 0.21], [0.12, -0.20, -0.11], [0.14, 0.02, 0.51], [0.79, 0.22, 0.25], [0.11, -0.09, 0.15], [0.67, 0.47, -0.62], [-0.40, -0.49, -0.37], [0.02, 1.42, 0.26], [-0.56, -0.28, -0.49], [-0.29, -0.02, 0.24], [0.12, -0.39, 0.27], [0.08, -0.51, -0.74], [0.21, -0.07, 0.01], [0.27, 0.15, -0.07], [-0.65, 0.07, -0.48], [-0.06, 0.33, 0.53], [-0.03, -0.26, -0.03], [-0.19, -0.78, 0.26], [-0.24, -0.32, 0.24], [0.16, 0.02, 0.22], [-0.29, 0.05, 0.28], [-1.03, -0.97, 0.97], [-0.01, 0.35, -0.01], [-0.65, 0.13, 0.58], [-0.56, -0.18, 0.11], [-0.06, 0.19, 0.20], [0.04, 0.08, 0.41], [-0.55, 0.02, 0.43], [-0.28, 0.03, 0.18], [-0.02, 0.36, -0.20], [-0.17, 0.42, 0.23], [-0.99, -0.58, -0.06], [0.13, -0.19, -0.54], [-0.12, -0.44, -0.13], [0.06, 0.17, 0.78], [-0.45, 0.06, -0.11], [-0.32, -0.50, 0.20], [-0.32, -0.50, 0.05], [-0.91, -0.06, -0.10], [-0.35, -0.65, 0.19], [-0.45, 0.13, -0.46]], "mulliken_charge": [0.36, -0.49, -0.63, -0.27, -0.59, -0.61, -0.37, -0.67, -0.71, -0.58, -0.37, -0.53, 0.88, 1.72, -0.59, -0.31, -0.49, -0.96, -1.51, -1.96, -0.23, -0.15, 0.12, -0.73, 0.89, 0.52, -0.62, 2.54, -0.66, -0.91, -0.56, 1.77, -1.07, -0.75, -1.60, 0.75, -0.19, -1.50, 0.61, 0.81, -0.56, 0.20, -0.34, 2.63, -1.28, -0.67, 0.68, -0.42, -0.40, 0.42, -0.68, 0.41, 0.59, 0.72, -1.49, -1.42, -0.44, 0.85, -0.92, -0.82, 0.68, -0.79, -1.11, -0.60, 0.66, -1.36, 1.64, 0.80, 0.59, 0.39, 0.41, 0.23, -0.14, 0.42, 0.34, -0.12, 0.58, 0.43, 0.60, 0.15, 0.40, 0.41, -0.80, -0.85, -0.11, 0.28, 0.17, -0.72, -0.30, -0.06, -1.21, 0.43, -0.19, 0.29, -0.39, 0.02, 0.40, 0.31, 0.09, 0.20, 0.29, 0.65, 0.35, 0.05, 0.40, 0.55, -0.34, 0.28, 0.80, 0.42, 0.52, 0.33, 0.38, -0.13, 0.42, 0.24, 0.46, -0.18, 0.04, 0.30, -0.35, 0.44, 0.61, 0.37, 0.07, -0.22, 0.28, 0.32, -0.18, 0.45, 0.29, 0.43, 0.36, -0.58, 0.14, 0.35, 0.09, 0.46, -1.30, -0.18, -0.24, 0.29, 0.60, 0.39, -0.15, 0.35, 0.35, 0.44, 0.34, 0.19, 0.44, -1.04, 0.12, 0.04, 0.37, -0.86, 0.59, 0.43, 0.33, 0.36, -1.24, 0.02, 0.15, 0.45], "lumo_ev": 0.524, "multiplicity": 1, "gap_ev": 8.40}